Record 1
Here is C4H4N2O3 in the gas phase from OMol25. Energies are from ωB97M-V/def2-TZVPD.

Computed properties:
* SMILES: O=C(O)[C@@H]1C=NNC1=O
* energy above the lowest of the compared OMol25 structures with the same formula, charge and spin: 27.2 kcal per mole
* calculated total energy: -13334.6824 eV
* Kohn-Sham gap: 10.6 eV

Each line ends with the Mulliken charge.
Element x y z (Å)
C 1.54178 -0.18928 0.02644  0.55
C 0.13066 -0.25597 0.58672  0.44
C -0.76472 -1.49141 0.20237  -0.43
C -0.83344 0.78646 0.17252  0.22
H 1.37809 1.74710 -0.20280  0.40
H 0.08453 -0.28215 1.75894  0.27
H -0.51183 -2.52765 0.08258  0.45
H -2.74692 0.69645 -0.77591  0.28
N -1.89199 -1.18505 -0.26646  -0.53
N -1.95198 0.22446 -0.29183  0.10
O 2.06624 0.99486 -0.25625  -0.49
O 2.12638 -1.24754 -0.21093  -0.56
O -0.66034 2.00162 0.10680  -0.71

Cartesian forces, eV/Å:
0.85 -2.58 -0.89
-1.80 -2.00 2.18
1.62 0.13 -0.55
-0.18 3.01 -1.19
0.87 -1.41 0.19
0.62 0.27 -1.93
0.57 -0.24 0.71
1.28 -0.60 0.86
-0.81 1.27 -0.37
-1.63 -1.22 -0.31
-1.25 1.22 0.15
-0.95 2.36 0.71
0.80 -0.24 0.44


Record 2
Here is 2 unconnected molecules or ions with the total composition C6H13N3 from OMol25. Energies are from ωB97M-V/def2-TZVPD.

Computed properties:
* energy above the lowest of the compared OMol25 structures with the same formula, charge and spin: 94.0 kcal per mole
* total charge: +2
* calculated total energy: -10882.1448 eV
* Kohn-Sham gap: 8.7 eV

Each line ends with the Mulliken charge.
Element x y z (Å)
C -0.35374 -1.05690 -2.73069  0.12
C -1.00621 0.53411 -0.81295  0.57
C -1.31220 -1.42092 -3.60850  -0.69
C 0.68569 -0.77383 1.38355  -0.28
C -2.07704 2.63548 -0.83782  -0.83
C 2.61460 -1.01813 2.79914  -0.79
N -0.86137 -0.31402 -1.62284  -0.21
N -1.52911 1.43986 -0.09456  -0.22
N 1.18149 -0.95610 2.51446  0.04
H 0.68918 -1.11627 -2.57440  0.38
H -2.25652 -1.03159 -3.35079  0.30
H -1.02594 -1.70067 -4.59279  0.33
H 1.40786 -0.60971 0.48375  0.22
H -0.34702 -0.81909 1.15388  0.47
H -3.12789 2.50958 -0.59474  0.34
H -1.84773 2.40424 -1.83135  0.34
H -1.57064 3.41435 -0.36572  0.36
H 2.78103 -1.55525 3.84120  0.31
H 3.30812 -1.52971 1.96453  0.32
H 3.09417 -0.05588 2.90111  0.37
H -1.42869 1.64297 0.81384  0.23
H 0.62902 -1.28556 3.23615  0.33

Cartesian forces, eV/Å:
-1.96 0.19 0.56
-0.28 -2.74 -1.75
2.71 1.41 0.98
2.06 0.45 -3.18
-1.11 -2.39 1.46
3.10 -2.17 0.91
-0.13 1.81 1.61
-0.15 0.26 -3.66
2.30 -0.21 -1.07
1.01 -0.63 -1.02
-1.33 -0.24 -0.17
-0.15 -0.82 -0.55
-1.25 -0.10 1.84
-0.96 -0.23 0.42
-0.24 0.99 -0.47
0.08 0.66 -1.66
0.37 1.90 0.01
-0.47 0.94 -2.38
-2.18 0.72 1.72
-0.50 0.65 0.12
0.85 -0.05 4.22
-1.77 -0.39 2.08


Record 3
Here is C12H11BrN4O in the gas phase from OMol25. Energies are from ωB97M-V/def2-TZVPD.

Computed properties:
* SMILES: Nc1ncnc2c1N[C@@H](c1ccc(Br)cc1)CO2
* energy above the lowest of the compared OMol25 structures with the same formula, charge and spin: 0.0 kcal per mole
* calculated total energy: -90673.0733 eV
* Kohn-Sham gap: 8.6 eV

Each line ends with the Mulliken charge.
Element x y z (Å)
Br -3.35725 -3.63520 -2.98381  -0.19
N 1.86536 2.70102 -0.80689  -0.64
N 0.36754 3.93343 0.57929  -0.66
O 2.20217 0.46988 -0.59864  -0.41
C 1.25868 3.83080 -0.41124  -0.30
C 1.53331 1.58746 -0.18534  0.66
C 0.01651 2.81712 1.14782  0.24
C -1.55029 -1.55211 -2.18221  -0.68
C -1.53936 -3.51404 -0.77354  -0.52
C -0.66935 -0.93101 -1.33341  0.12
C -0.63971 -2.89180 0.12007  -0.64
C -2.04701 -2.81683 -1.88622  0.00
C 0.52692 1.55591 0.78174  0.53
C -0.20214 -1.55155 -0.10996  0.33
N -0.92063 2.87229 2.13379  -0.46
N 0.07010 0.32971 1.34007  -0.44
C 2.08574 -0.68676 0.27636  -0.81
C 0.71527 -0.92506 0.89598  -0.20
H 1.53187 4.73419 -0.97411  0.38
H -1.92754 -1.03335 -3.05172  0.42
H -1.89981 -4.50053 -0.55794  0.43
H -0.34306 0.06821 -1.61174  0.32
H -0.26608 -3.42612 0.98658  0.33
H -1.15754 3.82203 2.36801  0.30
H -0.82094 2.16745 2.85597  0.25
H -0.90767 0.24384 1.43735  0.36
H 2.83090 -0.54933 1.07493  0.34
H 2.37046 -1.56515 -0.27529  0.42
H 0.87357 -1.55453 1.74408  0.56

Cartesian forces, eV/Å:
0.16 0.11 0.07
0.02 1.19 0.05
0.88 1.22 -1.34
-0.73 -0.57 0.46
0.29 -0.72 -0.34
-0.42 -0.29 0.30
-0.08 -1.81 0.54
-0.71 -0.36 -0.07
-0.05 1.01 -0.03
1.10 -0.03 1.85
-0.16 1.33 -1.24
0.93 -0.58 1.03
0.37 -0.78 -0.57
-1.39 -2.09 -1.57
-0.38 -0.29 0.18
2.14 0.69 0.53
0.66 1.36 0.74
-0.88 1.82 -1.57
-0.20 -0.37 0.43
0.11 0.06 -0.07
-0.08 -0.34 0.01
0.06 -0.10 0.24
-0.14 -0.03 -0.03
-0.07 -0.11 0.45
-0.21 0.43 0.01
-1.10 0.02 -0.03
-0.18 0.03 -0.10
0.10 -0.14 -0.47
-0.06 -0.66 0.54


Record 4
Here is a molecular structure, C26H47BF8N2O7P2ReS2 from OMol25. Energies are from ωB97M-V/def2-TZVPD.

Computed properties:
* <S²>: 0.76
* energy above the lowest of the compared OMol25 structures with the same formula, charge and spin: 16.9 kcal per mole
* spin multiplicity: 2
* calculated total energy: -109837.2151 eV
* Kohn-Sham gap (spin up / spin down): 8.7 / 8.2 eV

Each line ends with the Mulliken charge.
Element x y z (Å)
Re -0.37565 -0.14199 0.18248  0.63
C -0.57870 3.37454 1.63044  -1.37
C -0.00341 2.95621 0.27314  1.37
C -0.87222 3.42809 -0.89251  -1.09
C 1.39648 3.56252 0.15489  -1.47
N 0.02598 1.49630 0.22098  2.15
H -0.65569 4.46261 1.65899  0.48
H 0.09534 3.05766 2.42690  0.22
H -1.55855 2.94126 1.80614  0.17
H -1.02500 4.50573 -0.82037  0.45
H -1.84262 2.93508 -0.88095  0.08
H -0.39093 3.21018 -1.84640  0.26
H 1.27653 4.64751 0.14941  0.60
H 1.90740 3.27936 -0.76262  0.23
H 2.01495 3.29467 1.00601  0.21
F -1.52372 -5.12855 1.41182  -0.29
C -1.62233 -3.78025 1.45362  0.75
F 0.37060 -3.55543 2.95029  -0.33
F -2.63765 -3.47073 2.30639  -0.31
S -2.22443 -3.20303 -0.19141  0.74
O -1.87691 -1.76626 -0.09421  -0.90
O -3.62596 -3.45090 -0.31905  -0.74
N -1.39649 -3.89872 -1.32296  -0.59
S -0.37665 -3.17600 -2.25718  1.05
O -0.17214 -1.75850 -1.98333  -0.93
O 0.77605 -3.97059 -2.52988  -0.67
C -1.29012 -3.14226 -3.85614  0.54
F -0.54265 -2.52443 -4.77378  -0.21
F -2.43726 -2.46488 -3.72474  -0.19
F -1.56474 -4.36881 -4.27657  -0.23
C 3.30106 -3.24596 -0.56310  -1.70
C 3.57335 -1.94980 0.21756  2.16
C 5.03681 -1.57008 -0.04112  -1.67
C 3.45203 -2.22280 1.72694  -1.95
P 2.37348 -0.51720 -0.19567  0.62
C 2.94695 0.66668 1.10491  1.32
C 2.20210 0.65990 2.28901  -0.60
C 2.56760 1.42775 3.38311  -0.65
C 3.69413 2.23478 3.32076  -0.82
C 4.46138 2.23685 2.16700  -0.90
C 4.10006 1.45209 1.07916  -0.78
C 2.77381 0.11191 -1.95476  3.06
C 2.98176 -1.10048 -2.87441  -2.09
C 3.98652 1.03269 -2.11527  -2.11
C 1.56463 0.88214 -2.50438  -1.83
H 3.74716 -4.07108 -0.00311  0.57
H 3.77164 -3.23269 -1.54320  0.32
H 2.25343 -3.47240 -0.69544  0.14
H 5.65174 -2.41802 0.27293  0.51
H 5.35953 -0.70818 0.53836  0.27
H 5.24608 -1.39766 -1.09602  0.30
H 4.04005 -3.11504 1.95207  0.65
H 2.43541 -2.41918 2.04725  0.30
H 3.85755 -1.40461 2.32101  0.25
H 1.33051 0.02158 2.37362  0.10
H 1.97022 1.38952 4.28525  0.53
H 3.97945 2.84379 4.16880  0.36
H 5.35568 2.84433 2.11009  0.42
H 4.73716 1.46861 0.21492  0.32
H 3.96740 -1.54362 -2.74667  0.24
H 2.91266 -0.75145 -3.90822  0.64
H 2.23152 -1.87415 -2.73621  0.32
H 4.91221 0.59737 -1.74537  0.28
H 3.83165 1.99951 -1.63694  0.39
H 4.12074 1.21522 -3.18519  0.56
H 0.67817 0.25495 -2.56607  -0.13
H 1.81015 1.21949 -3.51544  0.83
H 1.33138 1.76089 -1.91103  -0.09
F -0.38562 -1.59319 2.00504  -0.26
B -0.19779 -3.04543 1.81677  -0.59
F 0.60477 -3.16472 0.67898  0.05
C -5.33907 2.87386 1.02825  -1.41
C -3.93812 2.88629 0.46101  0.11
O -3.11872 1.91497 1.13320  -0.49
P -2.71181 0.45083 0.61099  0.16
O -3.75389 0.31205 -0.58449  -0.32
C -3.50303 -0.27419 -1.88195  0.47
C -4.17464 0.58118 -2.92766  -1.60
O -3.20283 -0.45999 1.79794  0.22
C -4.58199 -0.71964 2.14233  -0.12
C -4.87841 -0.15691 3.51175  -1.35
H -5.93700 3.65504 0.55625  0.45
H -5.32127 3.05620 2.10240  0.31
H -5.81852 1.91253 0.84121  0.25
H -3.45508 3.85094 0.62249  0.40
H -3.95670 2.67916 -0.60835  0.10
H -3.90734 -1.28459 -1.86355  0.26
H -2.42651 -0.33399 -2.04719  -0.09
H -5.24265 0.67248 -2.72856  0.36
H -4.04560 0.12059 -3.90771  0.47
H -3.73643 1.58037 -2.96064  0.28
H -4.68527 -1.80332 2.12221  0.41
H -5.23303 -0.30177 1.37308  0.23
H -4.20818 -0.59256 4.25211  0.30
H -5.90504 -0.39778 3.79230  0.45
H -4.75685 0.92557 3.52723  0.21

Cartesian forces, eV/Å:
-0.04 0.04 0.31
0.06 0.01 0.07
-0.01 0.03 0.12
-0.03 -0.01 -0.04
-0.02 -0.02 -0.03
-0.18 0.04 -0.05
0.04 0.02 0.00
0.03 0.00 0.01
0.20 0.11 0.02
0.00 0.01 0.00
0.08 0.03 -0.03
0.01 -0.01 0.00
0.02 -0.01 0.00
0.01 -0.04 -0.02
0.07 -0.07 0.07
0.00 0.01 0.01
0.00 0.02 -0.02
0.00 0.06 -0.01
-0.01 -0.02 -0.01
-0.09 0.00 0.02
0.11 0.08 -0.18
-0.03 0.02 0.03
0.05 -0.06 0.14
-0.03 0.12 -0.12
0.12 -0.20 -0.07
0.00 -0.02 0.01
0.03 0.01 0.01
-0.01 0.00 0.00
-0.01 0.00 -0.01
-0.01 0.01 -0.01
-0.02 0.02 0.02
0.03 0.01 0.00
-0.01 0.01 -0.05
0.04 -0.02 -0.05
-0.07 -0.01 0.00
0.02 0.07 -0.02
-0.04 0.02 -0.01
-0.02 0.01 -0.01
0.01 0.00 0.00
0.01 0.00 0.01
-0.10 0.00 0.01
-0.02 0.01 -0.03
0.01 -0.02 0.01
0.02 0.02 0.07
0.03 0.00 0.03
0.00 0.00 -0.01
-0.02 0.01 0.00
-0.08 -0.01 0.02
0.00 0.00 0.00
0.01 0.07 0.03
0.00 0.00 0.03
0.00 -0.01 -0.01
-0.14 -0.03 0.02
0.00 -0.01 -0.01
0.01 0.01 0.01
0.00 -0.01 0.00
0.00 0.00 0.00
0.00 0.00 -0.01
0.06 -0.01 -0.14
-0.01 0.01 0.00
0.00 0.00 0.00
-0.04 -0.02 0.00
0.02 -0.01 0.03
0.00 0.03 0.02
0.00 0.01 0.01
-0.04 -0.03 0.00
0.00 -0.01 0.00
0.02 0.01 0.00
0.03 0.07 -0.13
0.06 -0.17 -0.01
0.13 0.05 0.05
0.01 -0.01 0.00
-0.16 -0.05 0.04
-0.12 -0.11 -0.14
0.00 -0.16 -0.02
-0.02 0.06 0.04
0.01 -0.01 -0.02
0.00 0.00 0.00
0.01 0.06 0.05
0.02 -0.01 -0.05
0.00 -0.02 0.00
0.00 -0.01 0.00
0.00 0.00 0.01
-0.01 0.02 0.00
0.02 -0.01 0.02
0.00 0.01 0.00
0.01 0.00 0.00
-0.01 0.00 0.00
0.00 0.00 0.00
0.00 0.00 0.00
0.00 0.00 0.00
-0.02 0.00 -0.02
-0.01 0.01 0.03
0.00 0.00 -0.01
0.00 0.01 0.00
0.01 0.02 -0.01


Record 5
Here is C4H8O2 in the gas phase from OMol25. Energies are from ωB97M-V/def2-TZVPD.

Computed properties:
* SMILES: OC[C@@H]1CCO1
* energy above the lowest of the compared OMol25 structures with the same formula, charge and spin: 55.1 kcal per mole
* calculated total energy: -8370.8931 eV
* Kohn-Sham gap: 10.6 eV

Each line ends with the Mulliken charge.
Element x y z (Å)
C 1.25921 -0.73896 0.17620  -0.75
C 0.08689 -0.36613 -0.68275  0.37
C -0.61928 0.94723 -0.26211  -0.49
C -1.69819 -0.01166 0.38284  -0.36
H 2.12044 0.97254 0.30875  0.32
H 1.54044 -1.75750 -0.03022  0.33
H 0.98280 -0.73704 1.23768  0.29
H 0.37349 -0.48201 -1.73659  0.30
H 0.00209 1.64176 0.40070  0.22
H -1.01990 1.51109 -1.16344  0.24
H -2.78569 0.13308 0.09832  0.26
H -1.59650 -0.10794 1.55644  0.20
O 2.39858 0.12014 -0.01523  -0.51
O -1.04439 -1.12460 -0.27059  -0.44

Cartesian forces, eV/Å:
0.69 0.38 0.75
-0.09 0.89 0.33
-0.05 0.90 -0.39
0.74 0.50 1.31
0.09 0.52 0.11
0.39 -0.34 -0.30
-0.22 0.13 -0.05
-0.38 0.03 0.11
-1.10 -0.84 -0.79
0.49 -0.54 1.27
1.35 -0.26 0.25
-0.35 0.21 -2.24
-0.53 -0.88 -0.27
-1.02 -0.70 -0.07


Record 6
Here is 2 unconnected molecules or ions with the total composition C6H11NO4 from OMol25. Energies are from ωB97M-V/def2-TZVPD.

Computed properties:
* energy above the lowest of the compared OMol25 structures with the same formula, charge and spin: 117.4 kcal per mole
* calculated total energy: -16076.4783 eV
* Kohn-Sham gap: 8.4 eV

Each line ends with the Mulliken charge.
Element x y z (Å)
C 4.61496 -0.75067 -0.14000  0.78
C -0.08932 1.96233 -0.43222  -0.55
C 1.83912 1.78128 0.62922  -0.24
C 0.35957 0.57513 -0.93643  -0.53
C -1.64791 -0.85324 -0.44657  -1.06
C 0.57352 -1.70357 0.01966  -0.92
N -0.30913 -0.52586 0.05403  -0.07
O 5.40615 -0.24529 -0.80598  -0.37
O 3.82702 -1.22053 0.58702  -0.42
O 0.52277 2.32083 0.76281  -0.42
O 1.72624 0.71508 -0.24385  -0.11
H 0.45420 2.69234 -1.20502  0.31
H -1.13654 2.05307 -0.38016  0.35
H 2.58068 2.47381 0.23368  0.29
H 2.00758 1.35468 1.63266  0.27
H -1.34368 -1.18254 -1.39591  0.49
H -2.04829 -1.75973 -0.08299  0.37
H -2.32525 -0.09339 -0.35190  0.34
H 0.17482 -2.51488 0.47954  0.48
H 0.93585 -1.82770 -0.97723  0.37
H 1.40866 -1.26568 0.50084  0.30
H -0.50937 -0.23951 1.01174  0.35

Cartesian forces, eV/Å:
-1.21 -0.29 1.34
2.04 0.86 -3.33
-1.59 -1.01 1.09
1.52 1.38 2.40
2.28 -1.80 -0.79
1.14 3.29 -0.52
-1.52 0.13 0.38
0.38 0.10 -0.52
0.86 0.15 -0.77
0.42 -0.26 1.06
-0.17 -1.40 -1.84
-1.86 -1.32 0.78
-1.30 0.60 0.06
0.00 0.43 0.24
0.87 0.65 -0.16
-0.70 0.39 -2.24
-0.34 -0.91 1.46
-1.49 2.06 -0.22
-1.19 -2.42 1.27
-0.34 -0.37 -0.87
1.20 -0.57 0.85
1.00 0.30 0.33


Question: energy above the lowest of the compared OMol25 structures with the same formula, charge and spin of number 4 (C26H47BF8N2O7P2ReS2)?
Answer: 16.9 kcal per mole